Model A:
Entry from OMol25: C5H13NS in the gas phase (wB97M-V/def2-TZVPD).

Computed properties:
Lowest unoccupied orbital energy, eV: 0.96
Kohn-Sham gap, eV: 9.41
HOMO level, hartree: -0.31043
SMILES: CCCNCCS
2S+1: 1

The geometry in XYZ format:
```
20
Properties=species:S:1:pos:R:3:lowdin_charge:R:1
C -0.906 -0.430 0.970 -0.27
N 0.165 0.025 0.131 -0.10
C 1.208 -0.888 -0.233 -0.35
C 2.410 -0.171 -0.812 -0.58
S 3.569 -1.460 -1.337 0.71
C -2.040 0.589 1.086 -0.25
C -2.512 1.073 -0.284 -0.12
H -1.371 -1.283 0.456 0.12
H -0.569 -0.770 1.960 0.11
H 0.421 0.993 0.258 0.12
H 0.853 -1.544 -1.040 0.11
H 1.524 -1.545 0.588 0.11
H 2.113 0.541 -1.585 0.08
H 2.933 0.406 -0.040 0.07
H 4.652 -0.692 -1.437 -0.16
H -1.741 1.411 1.730 0.10
H -2.894 0.060 1.507 0.10
H -1.724 1.597 -0.821 0.06
H -2.809 0.254 -0.928 0.07
H -3.282 1.834 -0.168 0.07
```

=====

Model B:
Entry from OMol25: C5H13NS in the gas phase (wB97M-V/def2-TZVPD).

Computed properties:
Lowest unoccupied orbital energy, eV: 0.91
Kohn-Sham gap, eV: 8.90
HOMO level, hartree: -0.29373
SMILES: CNCCCCS
2S+1: 1

The geometry in XYZ format:
```
20
Properties=species:S:1:pos:R:3:lowdin_charge:R:1
C 0.486 -0.476 0.870 -0.22
C -0.343 0.731 1.398 -0.32
C 0.456 1.988 1.714 -0.57
S 1.102 2.607 0.148 0.71
C -0.185 -1.461 -0.072 -0.23
N -0.493 -0.807 -1.356 -0.16
C -0.674 -1.636 -2.535 -0.16
H 0.849 -0.893 1.835 0.12
H 1.270 -0.136 0.210 0.07
H -1.057 0.525 2.226 0.12
H -1.095 0.980 0.652 0.09
H -0.325 2.697 2.015 0.07
H 1.199 1.772 2.471 0.08
H 1.885 3.536 0.728 -0.14
H 0.621 -2.143 -0.396 0.12
H -1.129 -1.793 0.364 0.11
H -0.468 0.148 -1.670 0.10
H 0.251 -1.772 -3.193 0.08
H -1.449 -1.165 -3.122 0.06
H -0.901 -2.701 -2.287 0.08
```

=====

Model C:
Entry from OMol25: C5H13NS in the gas phase (wB97M-V/def2-TZVPD).

Computed properties:
Lowest unoccupied orbital energy, eV: 0.96
Kohn-Sham gap, eV: 9.23
HOMO level, hartree: -0.30405
SMILES: CSCC[C@@H](C)N
2S+1: 1

The geometry in XYZ format:
```
20
Properties=species:S:1:pos:R:3:lowdin_charge:R:1
C 1.810 0.636 -1.339 -0.09
C 0.481 0.080 -0.904 -0.43
C 0.644 -0.484 0.540 -0.22
C -0.552 -1.231 1.108 -0.50
S -2.045 -0.437 1.865 0.78
C -1.875 1.338 1.472 -0.42
N 0.145 -1.087 -1.747 0.02
H 2.159 1.504 -0.762 0.08
H 2.580 -0.123 -1.222 0.08
H 1.790 1.113 -2.324 0.08
H -0.353 0.778 -1.002 0.13
H 0.660 0.415 1.188 0.10
H 1.578 -1.021 0.667 0.11
H -0.994 -1.845 0.324 0.04
H -0.213 -1.863 1.930 0.06
H -2.387 1.922 2.236 0.03
H -0.860 1.681 1.356 0.02
H -2.460 1.523 0.567 0.02
H 0.347 -1.996 -1.416 0.06
H -0.454 -0.903 -2.537 0.07
```

=====

Model D:
Entry from OMol25: C5H13NS in the gas phase (wB97M-V/def2-TZVPD).

Computed properties:
Lowest unoccupied orbital energy, eV: 0.92
Kohn-Sham gap, eV: 8.65
HOMO level, hartree: -0.28413
SMILES: CN(C)CCCS
2S+1: 1

The geometry in XYZ format:
```
20
Properties=species:S:1:pos:R:3:lowdin_charge:R:1
C 0.232 0.520 -0.706 -0.26
C 1.724 0.482 -0.312 -0.58
S 2.220 1.661 0.968 0.69
C -0.699 -0.126 0.337 -0.22
N -1.638 -1.066 -0.178 -0.30
C -2.416 -0.792 -1.346 -0.10
C -1.753 -2.390 0.355 -0.10
H 0.190 0.048 -1.681 0.10
H -0.038 1.556 -0.915 0.10
H 1.930 -0.530 0.035 0.07
H 2.333 0.706 -1.183 0.05
H 1.106 2.394 1.017 -0.16
H -1.202 0.701 0.861 0.11
H -0.092 -0.587 1.111 0.11
H -2.281 -1.585 -2.092 0.08
H -3.495 -0.773 -1.118 0.08
H -2.167 0.167 -1.781 0.08
H -1.373 -2.418 1.375 0.08
H -2.796 -2.700 0.342 0.08
H -1.211 -3.145 -0.236 0.08
```

=====

Of them, model B has the lowest stability.

=====

Model A:
Entry from OMol25: C21H33N3O3 in the gas phase (wB97M-V/def2-TZVPD).

Computed properties:
Lowest unoccupied orbital energy, eV: 0.68
Kohn-Sham gap, eV: 8.94
HOMO level, hartree: -0.30360
SMILES: Cc1ccc2c(c1)NC(=O)[C@@H](CC(=O)NCCN(CC(C)C)CC(C)C)O2
2S+1: 1

The geometry in XYZ format:
```
60
Properties=species:S:1:pos:R:3:lowdin_charge:R:1
C -5.338 -3.585 -0.944 -0.05
C -4.450 -2.394 -0.756 -0.28
C -4.971 -1.210 -0.247 0.02
C -4.158 -0.106 -0.052 -0.16
C -2.800 -0.168 -0.377 -0.21
C -2.276 -1.349 -0.876 0.00
C -3.096 -2.449 -1.058 -0.04
H -2.673 -3.362 -1.448 0.11
H -1.226 -1.395 -1.115 0.11
O -1.984 0.909 -0.159 0.00
C -2.628 2.175 -0.242 -0.20
C -1.646 3.238 0.243 -0.02
H -2.175 4.192 0.264 0.14
C -0.487 3.321 -0.745 -0.49
O -0.640 3.709 -1.885 0.06
N 0.701 2.943 -0.237 0.08
H 0.743 2.487 0.661 0.11
C 1.885 2.794 -1.048 -0.14
H 2.728 3.258 -0.527 0.12
C 2.194 1.309 -1.308 -0.17
N 2.369 0.608 -0.046 -0.17
C 1.300 -0.320 0.276 -0.19
H 0.359 0.153 -0.015 0.10
C 1.210 -0.649 1.772 -0.40
C 0.988 0.618 2.591 -0.07
H 1.769 1.345 2.384 0.07
H 0.999 0.392 3.655 0.08
H 0.019 1.051 2.348 0.07
C 0.070 -1.638 2.007 -0.07
H -0.002 -1.889 3.063 0.08
H 0.231 -2.557 1.448 0.08
H -0.877 -1.207 1.689 0.07
H 2.145 -1.118 2.094 0.12
H 1.387 -1.265 -0.288 0.12
C 3.717 0.173 0.257 -0.18
H 4.399 0.932 -0.135 0.13
C 4.170 -1.213 -0.252 -0.42
C 5.580 -1.491 0.264 -0.08
H 5.609 -1.452 1.351 0.08
H 5.913 -2.478 -0.051 0.08
H 6.279 -0.754 -0.124 0.08
C 4.141 -1.320 -1.775 -0.07
H 4.491 -2.303 -2.086 0.08
H 4.792 -0.572 -2.223 0.08
H 3.135 -1.183 -2.161 0.07
H 3.500 -1.973 0.162 0.12
H 3.830 0.176 1.347 0.11
H 3.096 1.256 -1.922 0.11
H 1.369 0.879 -1.884 0.13
H 1.704 3.314 -1.991 0.12
H -1.306 2.994 1.249 0.12
C -3.941 2.232 0.545 -0.41
O -4.343 3.225 1.106 0.09
N -4.645 1.075 0.511 0.17
H -5.565 1.069 0.932 0.17
H -2.878 2.384 -1.298 0.18
H -6.018 -1.145 0.010 0.12
H -6.285 -3.293 -1.393 0.08
H -4.861 -4.326 -1.580 0.07
H -5.553 -4.049 0.018 0.08
```

=====

Model B:
Entry from OMol25: C21H33N3O3 as an isolated structure (wB97M-V/def2-TZVPD).

Computed properties:
Lowest unoccupied orbital energy, eV: 0.54
Kohn-Sham gap, eV: 8.65
HOMO level, hartree: -0.29810
2S+1: 1

The geometry in XYZ format:
```
60
Properties=species:S:1:pos:R:3:lowdin_charge:R:1
C 5.322 -2.053 3.641 -0.06
C 6.144 -1.324 2.521 -0.18
H 6.881 -2.104 2.057 0.14
H 6.752 -0.443 2.982 0.14
O 5.566 -0.679 1.356 0.03
C 4.967 0.333 1.641 -0.49
O 5.027 0.993 2.764 0.00
N 4.316 0.676 0.309 -0.01
C 4.165 -0.196 -0.815 -0.13
H 4.706 -1.031 -0.628 0.07
C 2.684 -0.830 -0.918 0.00
H 2.628 -1.303 -1.859 0.09
H 2.358 -1.023 -0.001 0.05
C 1.703 0.515 -0.940 -0.28
N 0.354 0.418 -1.217 -0.16
C -0.018 0.077 -2.364 -0.28
C -1.487 -0.438 -2.457 -0.23
N -2.342 -0.107 -1.441 -0.16
C -2.966 1.171 -1.903 -0.03
C -4.041 1.405 -0.777 -0.38
C -5.138 0.782 -1.031 -0.01
C -6.186 0.799 0.004 -0.04
C -6.194 1.828 0.852 -0.17
C -5.019 2.593 1.099 0.04
C -3.917 2.452 -0.181 -0.01
H -3.160 3.088 0.157 0.08
H -4.986 3.663 1.789 0.15
H -7.047 2.004 1.412 0.07
H -7.108 0.337 -0.068 0.08
H -5.318 -0.028 -1.642 0.10
H -2.104 1.923 -1.733 0.14
H -3.163 1.345 -2.908 0.10
C -1.848 -0.327 -0.195 -0.45
C -0.286 -0.483 -0.175 -0.01
H 0.118 -0.412 0.826 0.11
H -0.180 -1.843 -0.583 0.21
C -2.609 -1.252 0.453 -0.14
H -3.649 -1.030 1.087 0.18
H -2.074 -1.593 1.534 0.16
C -2.790 -2.798 -0.098 -0.08
O -3.931 -2.468 -1.023 -0.05
H -3.508 -1.815 -1.413 -0.07
H -3.218 -3.359 0.604 0.07
H -1.898 -2.930 -0.440 0.02
H -1.794 0.640 0.270 0.15
H -1.469 -1.566 -2.477 0.12
H -1.978 -0.293 -3.479 0.15
H -0.221 1.208 -2.936 0.17
H 0.665 -0.559 -3.171 0.18
C 2.087 1.371 0.361 -0.18
H 1.347 2.348 0.200 0.20
H 1.676 0.900 1.149 0.08
C 3.290 1.842 0.265 -0.18
H 3.569 2.416 1.449 0.22
H 3.597 2.472 -0.333 0.04
H 1.954 1.025 -1.670 0.05
H 4.423 0.435 -1.653 0.13
H 4.746 -1.333 4.029 0.00
H 4.816 -2.936 3.090 0.10
H 5.784 -2.507 4.626 0.12
```

=====

Of them, model B has the lowest stability.

=====

Model A:
Entry from OMol25: C6H6 in the gas phase (wB97M-V/def2-TZVPD).

Computed properties:
Lowest unoccupied orbital energy, eV: 0.61
Kohn-Sham gap, eV: 9.23
HOMO level, hartree: -0.31682
SMILES: C=C=C=C=CC
2S+1: 1

The geometry in XYZ format:
```
12
Properties=species:S:1:pos:R:3:lowdin_charge:R:1
C -2.720 0.102 -0.135 -0.10
C -1.302 0.569 -0.210 -0.16
C -0.209 -0.124 -0.002 -0.03
C 0.937 -0.669 0.182 -0.04
C 2.216 -0.713 0.258 -0.11
C 3.484 -0.390 0.252 0.00
H -3.274 0.675 0.616 0.07
H -2.768 -0.956 0.121 0.08
H -3.233 0.259 -1.089 0.07
H 4.053 -0.410 -0.673 0.06
H 3.943 0.043 1.136 0.06
H -1.127 1.614 -0.455 0.11
```

=====

Model B:
Entry from OMol25: C6H6 in the gas phase (wB97M-V/def2-TZVPD).

Computed properties:
Lowest unoccupied orbital energy, eV: -0.14
Kohn-Sham gap, eV: 9.59
HOMO level, hartree: -0.35734
2S+1: 1

The geometry in XYZ format:
```
12
Properties=species:S:1:pos:R:3:lowdin_charge:R:1
C -0.090 -1.512 0.764 0.04
C -2.700 0.290 0.038 0.17
C 0.308 -1.552 -0.477 -0.01
C -1.763 -0.158 -0.688 -0.27
C -0.376 -0.232 -0.126 -0.44
C 0.374 1.105 0.116 -0.03
H -0.401 -2.128 1.613 0.10
H 0.868 -1.872 -1.356 0.11
H -1.832 -0.369 -1.834 0.15
H 0.206 1.701 -0.630 0.00
H 1.475 0.987 0.134 0.09
H 0.145 1.628 1.034 0.08
```

=====

Of them, model B has the lowest stability.

=====

Model A:
Entry from OMol25: C20H25N3O3 in the gas phase (wB97M-V/def2-TZVPD).

Computed properties:
Lowest unoccupied orbital energy, eV: 0.58
Kohn-Sham gap, eV: 9.47
HOMO level, hartree: -0.32675
SMILES: CCOc1ccc(C(=O)N[C@@H](C(=O)NCc2cccnc2)C(C)C)cc1
2S+1: 1

The geometry in XYZ format:
```
51
Properties=species:S:1:pos:R:3:lowdin_charge:R:1
C 3.772 2.336 6.174 -0.06
C 3.832 3.433 5.115 -0.24
H 2.899 4.009 5.093 0.12
H 4.654 4.119 5.340 0.12
O 4.141 2.930 3.829 -0.04
C 3.193 2.302 3.094 -0.26
C 3.635 1.762 1.882 0.02
C 2.758 1.117 1.043 0.00
C 1.406 1.004 1.372 -0.14
C 0.971 1.530 2.583 -0.03
C 1.850 2.168 3.440 -0.01
H 1.472 2.555 4.373 0.11
H -0.058 1.419 2.895 0.11
C 0.515 0.284 0.427 -0.43
O 0.945 -0.593 -0.313 0.04
N -0.775 0.683 0.441 0.13
H -1.002 1.483 1.007 0.14
C -1.886 0.074 -0.278 -0.19
C -1.979 -1.443 -0.016 -0.37
C -2.174 -1.703 1.476 -0.06
H -3.094 -1.240 1.829 0.08
H -2.234 -2.772 1.663 0.08
H -1.339 -1.307 2.051 0.07
C -3.130 -2.043 -0.819 -0.05
H -4.068 -1.554 -0.565 0.09
H -2.964 -1.929 -1.887 0.06
H -3.223 -3.105 -0.600 0.08
H -1.043 -1.911 -0.332 0.13
H -2.800 0.548 0.095 0.16
C -1.843 0.374 -1.790 -0.47
O -2.760 0.949 -2.345 0.06
N -0.736 -0.059 -2.405 0.10
H -0.015 -0.520 -1.852 0.11
C -0.566 0.042 -3.841 -0.12
C -1.029 -1.228 -4.504 -0.19
C -0.140 -2.227 -4.885 -0.11
N -0.513 -3.374 -5.423 0.06
C -1.805 -3.590 -5.602 -0.16
C -2.784 -2.670 -5.255 -0.06
C -2.386 -1.468 -4.696 -0.03
H -3.109 -0.719 -4.405 0.11
H -3.828 -2.889 -5.419 0.10
H -2.061 -4.544 -6.043 0.10
H 0.927 -2.097 -4.755 0.11
H 0.487 0.231 -4.059 0.13
H -1.175 0.883 -4.184 0.13
H 3.099 0.687 0.114 0.12
H 4.678 1.864 1.629 0.12
H 2.982 1.623 5.953 0.07
H 4.718 1.800 6.202 0.08
H 3.588 2.778 7.149 0.08
```

=====

Model B:
Entry from OMol25: C20H25N3O3 in the gas phase (wB97M-V/def2-TZVPD).

Computed properties:
Lowest unoccupied orbital energy, eV: -0.15
Kohn-Sham gap, eV: 7.94
HOMO level, hartree: -0.29702
SMILES: CCCCN(C)CCNC(=O)c1cc2cc3ccc(OC)cc3nc2o1
2S+1: 1

The geometry in XYZ format:
```
51
Properties=species:S:1:pos:R:3:lowdin_charge:R:1
C 0.033 -1.630 -1.530 -0.11
C -1.461 -1.335 -1.532 -0.26
C -2.262 -2.413 -0.805 -0.20
H -2.193 -3.353 -1.356 0.11
H -1.834 -2.572 0.186 0.11
C -3.735 -2.019 -0.659 -0.21
N -3.887 -0.996 0.367 -0.25
C -4.205 -1.570 1.657 -0.08
H -3.488 -2.357 1.883 0.09
H -5.219 -2.002 1.686 0.09
H -4.132 -0.810 2.432 0.08
C -4.752 0.115 0.017 -0.18
H -4.609 0.334 -1.043 0.12
C -4.360 1.366 0.819 -0.15
N -2.929 1.522 0.792 0.08
C -2.305 2.591 0.258 -0.44
O -2.865 3.612 -0.099 0.07
C -0.838 2.423 0.165 -0.14
C 0.099 3.290 -0.305 0.08
C 1.351 2.616 -0.208 -0.13
C 2.670 2.889 -0.500 0.06
C 3.612 1.883 -0.242 -0.15
C 4.992 2.049 -0.505 -0.03
C 5.880 1.053 -0.251 0.00
C 5.445 -0.186 0.287 -0.27
C 4.114 -0.384 0.558 0.04
C 3.175 0.635 0.305 -0.20
N 1.884 0.374 0.596 0.20
C 1.040 1.333 0.341 -0.27
O -0.282 1.232 0.564 0.10
H 3.732 -1.304 0.966 0.11
O 6.431 -1.094 0.489 -0.08
C 6.085 -2.352 1.019 -0.08
H 7.018 -2.907 1.095 0.09
H 5.395 -2.886 0.359 0.10
H 5.636 -2.256 2.012 0.10
H 6.934 1.169 -0.448 0.12
H 5.328 2.991 -0.916 0.11
H 2.978 3.838 -0.914 0.13
H -0.090 4.277 -0.673 0.13
H -2.407 0.670 0.949 0.12
H -4.804 2.261 0.379 0.12
H -4.698 1.282 1.857 0.11
H -5.820 -0.105 0.185 0.12
H -4.339 -2.906 -0.419 0.12
H -4.090 -1.634 -1.618 0.12
H -1.817 -1.259 -2.562 0.11
H -1.640 -0.374 -1.047 0.08
H 0.231 -2.610 -1.959 0.07
H 0.427 -1.606 -0.516 0.06
H 0.570 -0.886 -2.115 0.07
```

=====

Of them, model B has the lowest stability.